No. 1
Computed, not measured: a molecular structure, C26H50InN4O, with ωB97M-V/def2-TZVPD.

Geometry as ORCA input:
```
! RIJCOSX wB97M-V def2-TZVPD def2/J DEFGRID3
* xyz -1 1
C -3.930 -2.078 6.251
C -3.340 -0.985 5.403
C -4.367 0.026 4.977
C -2.011 -0.918 5.003
C -1.759 -1.565 3.626
C -0.503 -2.455 3.583
C 0.213 -2.414 2.221
C 1.073 -3.671 2.089
C 0.983 -1.072 2.066
C 2.256 -1.056 1.189
In 4.084 -0.468 2.314
O 3.472 0.612 3.993
H -4.136 -1.634 7.236
H -3.215 -2.889 6.356
H -4.887 -2.434 5.852
H -4.225 0.172 3.901
H -4.069 0.965 5.457
H -5.410 -0.213 5.203
H -1.230 -0.401 5.544
H -2.627 -2.188 3.359
H -1.674 -0.806 2.833
H 0.187 -2.129 4.366
H -0.782 -3.490 3.821
H -0.589 -2.449 1.467
H 1.777 -3.749 2.924
H 0.432 -4.562 2.107
H 1.632 -3.693 1.155
H 0.282 -0.347 1.636
H 1.185 -0.697 3.077
H 2.140 -0.283 0.422
H 2.412 -1.990 0.653
H 5.103 0.665 1.383
H 5.063 -1.875 2.825
H 2.735 0.175 4.435
C 3.051 -6.106 -3.634
C 3.093 -6.317 -2.127
C 1.866 -5.741 -1.412
C 1.748 -4.297 -1.604
N 1.692 -3.154 -1.696
H 3.044 -5.044 -3.881
H 3.923 -6.553 -4.112
H 2.159 -6.560 -4.071
H 3.991 -5.858 -1.711
H 3.146 -7.384 -1.900
H 1.920 -5.921 -0.337
H 0.951 -6.210 -1.781
C -0.097 1.617 -4.107
C 1.184 0.935 -3.655
C 0.933 -0.214 -2.668
C 0.196 0.286 -1.509
N -0.362 0.720 -0.603
H -0.616 2.018 -3.235
H 0.104 2.448 -4.780
H -0.772 0.927 -4.617
H 1.817 1.674 -3.158
H 1.750 0.558 -4.509
H 1.858 -0.671 -2.321
H 0.334 -1.005 -3.123
C -4.194 6.046 -4.984
C -4.117 5.124 -3.774
C -2.801 4.343 -3.706
C -2.612 3.482 -4.871
N -2.461 2.800 -5.780
H -4.146 5.478 -5.914
H -5.127 6.611 -4.983
H -3.368 6.761 -4.984
H -4.952 4.420 -3.790
H -4.209 5.707 -2.856
H -2.765 3.710 -2.818
H -1.943 5.017 -3.651
C 3.012 4.271 0.229
C 1.600 4.555 0.724
C 0.537 3.774 -0.055
C 0.527 4.119 -1.478
N 0.558 4.380 -2.598
H 3.135 4.582 -0.810
H 3.747 4.809 0.829
H 3.243 3.207 0.297
H 1.385 5.625 0.661
H 1.514 4.272 1.774
H -0.464 3.960 0.338
H 0.710 2.700 0.022
*
```

E_tot = -40949.01223 eV
LUMO energy = 1.2 eV
Kohn-Sham gap = 4.6 eV

=====

No. 2
Computed, not measured: a molecular structure, C26H50IrP2Si, with ωB97M-V/def2-TZVPD.

Geometry as ORCA input:
```
! RIJCOSX wB97M-V def2-TZVPD def2/J DEFGRID3
* xyz 2 6
Ir -0.494 0.957 -3.170
C -1.019 -1.566 0.605
C 0.263 -1.687 -0.018
C 0.501 -0.455 1.911
C -0.869 -0.807 1.789
C 1.200 -0.987 0.802
C -2.307 -2.102 0.133
H -2.175 -2.824 -0.680
H -2.974 -1.301 -0.234
H -2.857 -2.605 0.944
C -1.956 -0.469 2.737
H -2.887 -0.207 2.213
H -1.673 0.372 3.381
H -2.180 -1.329 3.392
C 1.095 0.327 3.020
H 1.444 -0.334 3.830
H 0.373 1.020 3.463
H 1.964 0.907 2.686
C 2.643 -0.816 0.550
H 3.244 -1.186 1.399
H 2.901 0.250 0.408
H 2.957 -1.357 -0.352
C 0.584 -2.409 -1.274
H 1.067 -3.388 -1.085
H 1.283 -1.830 -1.898
H -0.320 -2.593 -1.863
C -1.451 2.133 -4.599
C -1.911 0.630 -4.588
C -1.439 -0.200 -5.799
C 0.047 -0.544 -5.706
C 0.660 -0.052 -4.390
C 1.429 1.261 -4.471
C 0.990 2.228 -5.607
C -0.508 2.566 -5.725
H -1.654 0.335 -6.737
H 0.611 -0.151 -6.569
H -2.024 -1.123 -5.832
H -0.907 2.193 -6.672
H -2.429 2.642 -4.683
H -3.015 0.703 -4.595
H -0.589 3.663 -5.777
H 1.531 3.176 -5.456
H 2.465 0.936 -4.669
H 1.368 1.817 -6.557
H 0.176 -1.635 -5.751
H 1.291 -0.832 -3.939
P -2.396 -0.385 -2.831
C -3.981 0.421 -2.343
C -2.680 -2.103 -3.400
P 2.930 1.558 -1.970
C 1.476 1.943 -3.119
C 3.907 0.242 -2.820
C 3.905 3.114 -2.160
H -3.767 1.296 -1.712
H -4.591 -0.302 -1.778
H -4.548 0.760 -3.227
H -2.400 -2.288 -4.443
H -3.729 -2.401 -3.258
H -2.068 -2.766 -2.782
H 3.937 3.510 -3.186
H 4.928 2.907 -1.804
H 3.468 3.877 -1.494
H 1.384 3.041 -3.197
H -1.123 2.646 -3.630
H 4.705 -0.006 -2.098
H 4.365 0.519 -3.781
H 3.286 -0.659 -2.956
C -0.963 4.135 -1.817
Si -0.648 2.341 -1.161
C 0.799 2.642 0.068
C -2.068 2.066 0.088
H -1.802 4.182 -2.523
H -0.077 4.569 -2.299
H -1.223 4.760 -0.950
H 0.383 2.702 1.087
H 1.565 1.852 0.071
H 1.291 3.606 -0.129
H -2.743 2.935 0.046
H -2.644 1.147 -0.063
H -1.652 2.031 1.106
*
```

expectation value of S² = 8.773
E_tot = -57046.21301 eV
LUMO energy (alpha / beta) = -4.5 / -8.0 eV
ΔE to the lowest compared entry with this formula, charge and spin = 0.000 eV
Kohn-Sham gap (alpha / beta) = 8.0 / 5.3 eV

=====

No. 3
Computed, not measured: a molecular structure, C26H50N3O11PS, with ωB97M-V/def2-TZVPD.

Geometry as ORCA input:
```
! RIJCOSX wB97M-V def2-TZVPD def2/J DEFGRID3
* xyz 0 1
O 3.177 -2.152 4.670
N 3.380 -1.009 4.674
O 4.450 -0.694 3.809
C 4.619 0.731 3.749
C 3.383 1.475 3.312
C 2.968 2.465 4.144
C 1.782 3.173 3.849
N 1.236 4.179 4.539
S -0.106 4.583 3.753
N -0.070 3.547 2.550
C 1.031 2.804 2.708
C 1.460 1.772 1.824
C 0.570 1.461 0.663
C -0.766 0.833 1.145
C -0.636 -0.664 1.029
O -0.313 -1.232 0.014
O -0.908 -1.310 2.174
C 2.637 1.144 2.101
P 3.177 -0.153 0.954
O 2.583 -1.451 1.278
O 2.876 0.379 -0.515
O 4.771 -0.160 0.933
H 4.889 1.063 4.747
H 5.451 0.891 3.079
H 3.522 2.705 5.038
H 0.982 0.736 -0.018
H 0.324 2.365 0.117
H -1.571 1.154 0.489
H -1.001 1.085 2.170
H -0.548 -2.209 2.074
H 2.167 -0.154 -0.906
H 5.115 0.680 0.599
C 4.408 -1.355 -4.345
C 3.386 -0.286 -4.000
O 3.080 0.595 -5.067
C 2.531 -0.004 -6.226
C 1.223 -0.739 -5.987
H 5.333 -0.898 -4.696
H 4.627 -1.956 -3.462
H 4.050 -2.030 -5.124
H 3.781 0.351 -3.208
H 2.469 -0.741 -3.607
H 3.262 -0.668 -6.701
H 2.365 0.823 -6.917
H 1.345 -1.587 -5.313
H 0.834 -1.121 -6.932
H 0.481 -0.069 -5.550
C -5.124 0.915 1.760
C -4.252 2.143 1.961
O -3.945 2.837 0.765
C -5.048 3.350 0.041
C -5.891 4.349 0.814
H -4.656 0.225 1.057
H -5.265 0.400 2.711
H -6.111 1.171 1.372
H -3.286 1.836 2.363
H -4.700 2.817 2.699
H -5.674 2.533 -0.338
H -4.610 3.838 -0.829
H -6.364 3.899 1.688
H -6.682 4.741 0.175
H -5.276 5.182 1.158
C 0.561 3.544 -4.237
C 1.109 2.141 -4.046
O 0.585 1.467 -2.914
C -0.818 1.268 -2.899
C -1.339 0.439 -4.060
H 0.745 4.151 -3.349
H 1.049 4.019 -5.089
H -0.513 3.546 -4.427
H 2.185 2.182 -3.877
H 0.962 1.543 -4.952
H -1.341 2.231 -2.845
H -1.024 0.746 -1.964
H -1.170 0.926 -5.022
H -2.412 0.281 -3.952
H -0.844 -0.533 -4.083
C -3.491 -5.655 2.860
C -2.252 -5.406 2.017
O -1.242 -4.667 2.678
C -0.709 -5.242 3.859
C -0.059 -6.599 3.649
H -3.913 -4.710 3.206
H -4.243 -6.177 2.269
H -3.276 -6.267 3.737
H -2.516 -4.805 1.147
H -1.850 -6.352 1.637
H -1.476 -5.298 4.639
H 0.040 -4.530 4.205
H -0.776 -7.351 3.317
H 0.377 -6.948 4.585
H 0.730 -6.531 2.900
*
```

E_tot = -74888.20467 eV
LUMO energy = -0.8 eV
ΔE to the lowest compared entry with this formula, charge and spin = 0.147 eV
Kohn-Sham gap = 8.4 eV

=====

No. 4
Computed, not measured: 2 unconnected molecules or ions with the total composition C26H50N4O4PS2, with ωB97M-V/def2-TZVPD.

Geometry as ORCA input:
```
! RIJCOSX wB97M-V def2-TZVPD def2/J DEFGRID3
* xyz 0 2
C 6.551 2.821 3.608
C 7.076 2.930 2.114
C 6.128 2.127 1.125
C 4.755 2.878 1.022
C 3.520 1.893 0.828
C 2.131 2.631 1.100
C 1.225 1.671 1.971
C -0.294 1.619 1.582
P -0.412 1.121 -0.260
S 0.987 -0.169 -0.780
C -0.962 0.427 2.427
O -0.531 0.539 3.808
N -0.581 -0.963 2.100
C -1.409 -1.586 1.426
S -2.726 -2.346 0.875
N -2.350 0.847 2.440
C -2.648 2.113 1.877
O -3.683 2.515 1.400
C -1.236 2.855 1.979
C -1.137 3.908 0.793
C -1.569 5.373 1.157
C -0.362 6.291 1.658
O -0.709 6.745 2.998
N -0.919 3.618 3.193
C -1.842 3.417 4.333
C -3.122 4.353 4.275
H 5.626 2.195 3.619
H 7.327 2.416 4.308
H 6.247 3.848 3.940
H 8.131 2.564 2.059
H 7.083 4.007 1.810
H 6.659 2.105 0.132
H 6.046 1.068 1.478
H 4.816 3.571 0.139
H 4.532 3.517 1.916
H 3.694 1.060 1.560
H 3.536 1.504 -0.224
H 1.706 2.906 0.108
H 2.392 3.541 1.692
H 1.388 1.966 3.044
H 1.629 0.625 1.902
H -1.660 0.452 -0.400
H -0.252 2.234 -1.122
H 0.039 -0.233 3.971
H -3.097 0.181 2.621
H -0.137 3.964 0.302
H -1.854 3.561 -0.008
H -2.446 5.447 1.838
H -1.900 5.846 0.185
H 0.541 5.643 1.815
H -0.171 7.151 0.975
H -1.186 7.586 2.909
H 0.015 3.424 3.553
H -2.108 2.351 4.548
H -1.285 3.768 5.247
H -2.734 5.401 4.390
H -3.612 4.307 3.269
H -3.843 4.115 5.093
C -0.711 -6.087 -2.149
C -1.293 -4.879 -2.938
C -2.826 -4.777 -2.774
C -3.647 -5.698 -3.670
C -3.179 -5.596 -5.116
C -1.673 -5.867 -5.253
N -0.860 -4.982 -4.364
O -0.870 -3.763 -4.887
C -1.423 -7.361 -4.945
C -1.258 -5.723 -6.727
C -0.705 -3.652 -2.210
H -0.316 -6.876 -2.784
H 0.143 -5.789 -1.536
H -1.452 -6.535 -1.483
H -3.141 -3.750 -2.990
H -3.099 -4.957 -1.730
H -3.592 -6.729 -3.310
H -4.702 -5.415 -3.610
H -3.744 -6.304 -5.731
H -3.422 -4.601 -5.504
H -0.358 -7.600 -5.000
H -1.937 -7.991 -5.674
H -1.795 -7.675 -3.971
H -1.499 -4.742 -7.138
H -1.780 -6.457 -7.345
H -0.185 -5.893 -6.850
H 0.378 -3.592 -2.335
H -0.913 -3.715 -1.139
H -1.138 -2.712 -2.556
*
```

expectation value of S² = 0.754
E_tot = -72878.22729 eV
LUMO energy = -0.6 eV
ΔE to the lowest compared entry with this formula, charge and spin = 0.000 eV
Kohn-Sham gap = 8.0 eV

=====

No. 5
Computed, not measured: 7 unconnected molecules or ions with the total composition C26H50O13S4, with ωB97M-V/def2-TZVPD.

Geometry as ORCA input:
```
! RIJCOSX wB97M-V def2-TZVPD def2/J DEFGRID3
* xyz 0 1
C 4.456 3.642 3.514
C 5.653 2.896 3.000
C 6.825 3.781 2.534
O 7.964 3.187 3.154
C 7.577 2.287 4.082
O 8.339 1.833 4.883
O 6.243 2.029 3.986
H 4.696 4.045 4.504
H 3.609 2.974 3.669
H 4.137 4.479 2.896
H 5.411 2.350 2.085
H 6.775 4.805 2.907
H 6.871 3.752 1.453
O 8.274 7.187 -0.329
S 8.364 5.902 -0.965
O 7.769 4.734 -0.366
C 7.972 5.994 -2.743
C 9.169 6.657 -3.410
C 10.394 6.640 -2.456
C 10.068 5.587 -1.411
H 6.962 6.386 -2.843
H 7.919 4.951 -3.062
H 9.411 6.219 -4.376
H 8.903 7.687 -3.659
H 10.637 7.608 -2.030
H 11.301 6.277 -2.942
H 10.673 5.629 -0.505
H 10.085 4.573 -1.810
O 0.812 1.322 1.161
S 1.842 1.081 0.191
O 3.236 1.307 0.499
C 1.714 -0.617 -0.473
C 1.795 -0.400 -1.968
C 0.947 0.833 -2.277
C 1.515 1.923 -1.389
H 0.726 -0.951 -0.148
H 2.509 -1.169 0.020
H 2.854 -0.129 -2.090
H 1.540 -1.214 -2.639
H -0.082 0.653 -1.948
H 0.930 1.116 -3.326
H 1.004 2.859 -1.186
H 2.520 2.158 -1.749
O 8.535 -0.197 9.461
S 7.175 0.089 9.084
O 6.555 1.333 9.468
C 7.090 -0.119 7.294
C 5.653 -0.461 7.056
C 5.357 -1.554 8.098
C 6.062 -1.305 9.442
H 7.739 -0.967 7.084
H 7.539 0.810 6.945
H 4.987 0.400 7.116
H 5.496 -0.865 6.057
H 5.490 -2.547 7.658
H 4.270 -1.641 8.237
H 6.733 -2.131 9.669
H 5.314 -1.198 10.218
O 5.124 -1.602 -0.158
S 6.339 -0.956 -0.579
O 7.602 -1.563 -0.238
C 6.323 -0.805 -2.367
C 6.839 0.610 -2.676
C 6.695 1.529 -1.451
C 6.454 0.779 -0.130
H 5.296 -0.802 -2.742
H 6.870 -1.628 -2.810
H 7.904 0.472 -2.916
H 6.459 1.082 -3.580
H 5.764 2.075 -1.640
H 7.478 2.274 -1.359
H 5.564 1.087 0.407
H 7.301 0.838 0.551
C 3.842 3.386 7.665
C 3.619 4.760 7.111
C 2.301 5.451 7.315
O 4.515 5.330 6.529
H 3.074 2.633 7.499
H 3.972 3.490 8.754
H 4.830 3.005 7.412
H 2.496 6.517 7.409
H 1.733 5.147 8.196
H 1.660 5.222 6.459
C 0.809 2.085 5.444
C 1.293 0.651 5.374
C 2.423 0.314 4.434
O 0.891 -0.146 6.195
H 1.305 2.670 6.213
H -0.260 2.078 5.664
H 0.904 2.555 4.462
H 2.625 1.181 3.800
H 2.149 -0.473 3.733
H 3.339 0.159 4.982
*
```

structure (SMILES) = C[C@H]1COC(=O)O1.O=S1(=O)CCCC1.O=S1(=O)CCCC1.O=S1(=O)CCCC1.O=S1(=O)CCCC1.CC(C)=O.CC(C)=O
E_tot = -97729.03483 eV
LUMO energy = -0.1 eV
ΔE to the lowest compared entry with this formula, charge and spin = 1.460 eV
Kohn-Sham gap = 9.5 eV